1.
Formula: C3H4FNO2
Source: OMol25
Level of theory: the ωB97M-V functional and the def2-TZVPD basis

XYZ file:
```
11
Properties=species:S:1:pos:R:3:forces:R:3
O 2.321312 0.705966 -0.022217 0.03 -1.47 -0.58
H 1.806214 -1.308967 -0.101937 0.13 0.56 -0.26
H -2.818641 1.035908 0.664953 0.53 0.16 0.46
O -0.081082 -0.318600 1.619899 -2.78 0.74 -1.33
C -1.533449 0.324188 -0.823819 -0.47 1.67 -0.62
C 2.517107 -0.460076 -0.177433 -0.68 1.31 1.13
F 3.745915 -0.940759 -0.309768 0.59 -0.32 -0.31
C -1.866778 0.531679 0.483494 -0.08 0.63 -4.07
H -0.801896 -0.409312 -1.157583 0.07 0.24 0.38
H -1.977094 0.974419 -1.690299 0.40 -1.58 1.95
N -1.311606 -0.134442 1.514715 2.26 -1.93 3.25
```
Positions in Å, forces in eV/Å.

Output
Energy relative to the best compared isomer or geometry (same formula, charge and spin)   94.5 kcal per mole
HOMO level (alpha / beta)   -9.3 / -9.3 eV
Total energy   -11474.294 eV
Strongest force on any atom   0.0856 Eh/bohr
SMILES   C=CN=O.O=CF
Gap between HOMO and LUMO (alpha / beta)   0.2982 / 0.2978 Ha


2.
Formula: C5H15NOP
Source: OMol25
Level of theory: the ωB97M-V functional and the def2-TZVPD basis

XYZ file:
```
23
Properties=species:S:1:pos:R:3:forces:R:3
H 0.514078 -1.192550 1.804171 1.38 0.87 2.12
H -1.668773 1.795646 -0.316422 0.15 -0.22 0.73
C 1.230965 2.442107 0.053344 0.84 0.02 -1.55
C -0.025047 0.096404 -0.366420 2.96 3.15 -0.27
C -2.672854 -0.345000 -0.657135 1.13 0.81 -1.07
H 2.050818 -1.983992 -1.017285 1.23 -0.87 -0.67
H 0.293462 0.650044 -1.356572 -1.19 -1.67 1.61
H -2.494932 -1.373847 -0.569502 1.03 -1.67 -0.28
H 0.775006 -2.929698 1.350555 -0.02 1.11 -0.59
H -2.821883 -0.044762 -1.715077 0.96 -0.02 0.57
H 0.766360 3.146452 0.682700 -1.49 0.03 1.28
C 0.304222 -1.942227 1.117240 0.83 -0.01 0.24
H 1.011243 0.952171 1.480570 0.56 -0.60 1.61
H 2.211480 2.903010 0.087626 0.64 -0.58 -0.44
H -0.123066 -2.002101 -0.781054 1.07 1.04 -1.23
H -3.640594 -0.393537 -0.343303 -2.89 0.73 1.57
H 0.797090 2.630022 -0.990771 0.66 -0.91 1.46
C 0.529127 -1.266319 -0.234549 -1.49 -2.11 -0.18
P -1.548680 0.607291 0.493220 -1.29 0.38 -1.59
H 2.050187 0.417298 0.013075 -0.92 1.12 2.21
N 1.283697 0.998372 0.537030 -1.39 0.57 -5.18
H -0.721412 -2.029616 1.363777 -1.49 -0.54 -0.52
O 1.899511 -1.135174 -0.635216 -1.29 -0.62 0.18
```
Positions in Å, forces in eV/Å.

Output
Energy relative to the best compared isomer or geometry (same formula, charge and spin)   67.6 kcal per mole
HOMO level   -13.9 eV
Total energy   -18245.233 eV
Total charge   +1
Strongest force on any atom   0.1049 Eh/bohr
SMILES   C[NH2+][C@H](PC)[C@H](C)O
Gap between HOMO and LUMO   0.3975 Ha


3.
Formula: CH3ClOSi
Source: OMol25
Level of theory: the ωB97M-V functional and the def2-TZVPD basis

XYZ file:
```
7
Properties=species:S:1:pos:R:3:forces:R:3
H -1.293309 -1.152926 -1.733596 0.88 -0.03 0.74
Cl -1.050112 0.317917 0.596533 0.87 2.91 1.80
H 0.538136 -2.049116 -0.292755 0.17 0.33 0.26
Si -0.760577 -1.364045 -0.297187 -1.57 -3.02 -2.96
O -3.916417 0.305746 -0.748403 0.26 -0.61 0.63
H -1.894897 -2.230702 0.148788 0.77 -0.20 0.30
C -3.571280 -0.416293 0.055787 -1.39 0.63 -0.77
```
Positions in Å, forces in eV/Å.

Output
Energy relative to the best compared isomer or geometry (same formula, charge and spin)   14.6 kcal per mole
HOMO level   -10.9 eV
Total energy   -23532.779 eV
Strongest force on any atom   0.0877 Eh/bohr
Gap between HOMO and LUMO   0.4305 Ha


4.
Formula: C5H14NO
Source: OMol25
Level of theory: the ωB97M-V functional and the def2-TZVPD basis

XYZ file:
```
21
Properties=species:S:1:pos:R:3:forces:R:3
H -1.471289 2.643079 -2.249679 -0.85 -0.55 0.31
H 0.371035 -0.218235 2.423594 -0.34 -0.12 0.27
H -0.284342 2.239797 -1.237010 1.01 -0.57 -0.84
O 1.818879 -1.349324 1.357779 0.00 0.37 -0.54
H -1.242219 0.063954 2.127391 -0.27 -0.04 -0.48
C -1.680190 0.616901 -1.263462 0.71 1.59 -0.31
C -0.650261 -0.396113 -0.756636 -1.25 -1.38 0.32
C 0.177878 0.120141 0.437243 0.23 0.45 -1.59
H 2.426903 0.415153 0.435763 -0.44 0.14 0.06
H -1.188021 -1.315873 -0.452512 0.06 0.25 0.28
H -2.195925 1.074066 -0.391910 0.27 -0.19 -0.34
H -0.542779 1.562469 -2.999127 1.15 -0.93 -0.02
H 2.556128 -1.908308 1.113854 0.27 -0.31 0.24
H 1.908391 -0.860176 -0.653800 -0.59 0.28 0.01
H -0.012840 -0.835176 -1.533825 0.03 0.79 -0.03
C -0.895771 1.732663 -2.001441 -1.61 2.02 1.25
N -0.399320 -0.367944 1.759477 1.95 -0.26 -0.28
H -0.428620 -1.381395 1.648846 -0.56 -0.12 0.45
C 1.674706 -0.371829 0.297491 -0.15 -0.31 1.35
H -2.486079 0.285269 -1.903817 0.10 -0.83 -0.07
H 0.102045 1.212726 0.488181 0.28 -0.28 -0.05
```
Positions in Å, forces in eV/Å.

Output
Energy relative to the best compared isomer or geometry (same formula, charge and spin)   39.7 kcal per mole
HOMO level   -14.9 eV
Total energy   -8942.286 eV
Total charge   +1
Strongest force on any atom   0.0558 Eh/bohr
SMILES   CCC[C@@H]([NH3+])CO
Gap between HOMO and LUMO   0.4239 Ha


5.
Formula: C22H35BrO2P2Ti
Source: OMol25
Level of theory: the ωB97M-V functional and the def2-TZVPD basis

XYZ file:
```
63
Properties=species:S:1:pos:R:3:forces:R:3
C 1.227162 -3.023829 -1.744864 0.53 -0.83 -0.72
H 0.557262 0.506674 -4.624313 0.06 -0.14 0.25
Br 2.062024 2.736054 3.449393 -0.54 0.19 0.62
C 0.711615 1.638819 0.068436 0.83 0.50 -0.25
H 2.073128 -3.899758 2.312676 -0.36 -0.39 -0.06
H -1.126907 3.568359 -3.076235 0.28 -0.31 -0.11
H -3.394341 -0.875020 -1.461772 0.03 -0.05 -0.15
H 1.847921 -0.173820 0.295287 -0.73 0.57 -1.25
C -2.635091 -0.394285 -0.835120 0.19 -0.04 0.03
H 0.289294 1.717725 1.086469 0.05 -0.01 -0.65
H 1.739378 -0.155206 -3.511292 -0.24 0.32 0.24
H 2.181223 3.257584 -1.951650 -0.14 -0.12 -0.28
H 1.212954 -3.755321 -0.919505 -0.07 0.48 -0.44
H 2.046924 -2.306425 -1.600641 -0.32 -0.12 0.12
H 1.350732 0.082810 -1.380945 0.26 0.50 0.86
C 1.146734 -3.538297 1.814131 0.32 -0.72 -0.07
H -2.932463 1.415319 -2.004730 -0.61 -0.34 -0.89
H -0.126923 3.512553 -0.854095 0.62 -0.24 -1.18
C -0.122344 -0.952354 -0.217884 5.38 -1.87 1.33
O 0.307899 -0.846029 2.964577 0.31 1.83 2.29
C 2.039660 2.560807 -2.785781 0.44 -0.11 -0.27
C -0.222746 -1.093587 -3.434173 -0.04 -0.11 -0.49
H -1.158084 -3.912537 -3.396796 -0.20 -0.30 0.03
C -0.190639 2.414749 -0.978392 1.16 -3.08 2.56
H -1.240217 -0.832264 -3.781554 0.34 -0.31 0.43
H 0.381736 -1.862947 0.386550 -1.81 1.43 -1.10
H 1.726672 2.064131 0.120821 0.47 0.03 0.12
H 0.273224 -3.729085 2.458128 0.33 -0.01 -0.20
H 1.416796 -3.561146 -2.687525 0.06 -0.12 0.17
C 0.869140 1.994089 4.761017 -0.04 -1.00 0.39
H 2.090160 3.092377 -3.745540 0.18 -0.09 0.28
C -2.127133 0.909507 -1.459601 -1.07 -0.50 -0.72
H -1.404980 0.581386 -2.255289 -0.34 0.23 0.14
C 1.209628 -0.227761 3.671890 0.16 -2.21 -2.66
P 0.427733 1.762383 -2.653005 -1.24 1.94 0.76
H -1.572203 2.138805 -4.009413 0.17 0.04 0.04
O 2.415674 -0.404534 3.235107 -0.40 1.25 1.88
C -1.440671 1.789026 -0.573720 -1.07 0.93 0.29
H 2.837265 1.811238 -2.742056 -0.05 0.15 -0.03
C -0.786339 2.141762 6.520181 0.40 -0.17 -0.19
C -0.718339 2.739128 -3.670317 0.05 0.01 -0.71
C -1.460047 -1.347777 -0.644912 -1.67 -1.55 -1.74
C -1.514570 -3.466877 -2.458657 0.51 -0.98 -1.23
H -3.138786 -0.209902 0.127109 0.31 0.16 -0.10
H -1.845871 2.050904 0.399210 0.24 -0.34 -0.01
H -1.778661 -2.218087 -0.056671 -0.02 0.22 0.29
Ti 1.707497 -1.516459 1.694587 -0.27 -0.36 -1.22
C 0.907986 0.133862 -0.343029 0.48 0.56 0.72
P -0.342332 -2.154159 -1.928194 -3.09 3.19 2.78
H -0.264148 -1.125763 5.590400 -0.16 0.49 0.10
H 0.146054 -1.843597 -4.166567 -0.09 0.47 0.10
C 0.098298 2.774907 5.624898 -0.10 -0.20 -0.08
C 0.686665 0.154820 -3.583849 0.07 -0.42 -0.36
H -2.527097 -3.073060 -2.638008 0.48 0.14 0.24
H -1.359611 2.750968 7.226360 0.14 -0.22 -0.39
H -1.572025 -4.270118 -1.710854 0.07 0.28 -0.09
C -0.917324 0.746862 6.533960 0.04 0.05 -0.01
H -1.636578 0.263385 7.198179 0.25 0.23 -0.13
H -0.175120 3.130201 -4.541623 -0.31 -0.02 0.06
H 1.030658 -4.077538 0.859507 0.06 -0.17 0.59
C -0.168964 -0.037017 5.654862 0.16 0.43 0.31
H 0.128471 3.865410 5.565737 0.14 -0.40 0.08
C 0.753016 0.577982 4.809096 -0.61 1.23 -0.32
```
Positions in Å, forces in eV/Å.

Output
Energy relative to the best compared isomer or geometry (same formula, charge and spin)   44.0 kcal per mole
HOMO level (alpha / beta)   -4.2 / -4.3 eV
Total energy   -139201.421 eV
Strongest force on any atom   0.1137 Eh/bohr
Gap between HOMO and LUMO (alpha / beta)   0.1593 / 0.1601 Ha
2S+1   3
<S²>   2.01


6.
Formula: C33H25N6OReSe2
Source: OMol25
Level of theory: the ωB97M-V functional and the def2-TZVPD basis

XYZ file:
```
68
Properties=species:S:1:pos:R:3:forces:R:3
C 1.785990 -1.983424 -0.494652 0.05 0.06 0.02
C -0.925593 -0.337207 1.873075 -0.09 0.05 0.50
C -1.820620 0.263001 4.056775 -0.04 0.01 0.03
H 0.943346 -1.618074 4.463768 0.01 -0.02 -0.02
C 2.903369 3.440707 -2.192729 0.02 0.03 0.08
C 1.056100 1.269725 -2.247383 0.12 0.01 0.08
N 3.758701 4.422438 -2.262913 0.13 0.11 -0.17
H -5.277084 -2.325537 2.954929 0.00 0.00 0.02
C 2.559643 3.603171 0.283546 -0.03 -0.04 0.01
C 1.285211 1.006957 -4.621028 -0.02 -0.03 0.05
C 0.085773 -1.038266 2.561282 0.00 0.02 0.03
H 2.132199 3.547559 2.387760 0.01 0.01 0.01
H 0.636808 1.572476 2.180694 -0.01 0.02 0.00
N 3.194487 3.225754 -4.492705 0.15 0.17 -0.04
C -2.846447 -2.803534 0.670296 0.25 -0.16 0.10
H 3.221500 4.457613 0.318939 0.02 0.00 -0.01
H -0.765829 -0.467378 5.787943 -0.02 0.00 0.00
Se 4.244795 4.577124 -3.976254 -0.31 -0.28 0.22
N 0.147414 0.272486 -2.191682 0.20 -0.13 -0.25
C -4.644709 -4.713711 4.063912 -0.04 -0.04 0.03
C 1.121079 2.001717 1.313429 0.05 -0.05 0.01
H 1.605405 -1.740028 -1.532619 0.04 -0.02 -0.01
H -4.974245 -0.352793 1.708703 -0.01 0.03 0.03
C 1.084766 -1.675436 1.713654 0.01 -0.18 -0.02
C 0.380341 -0.029113 -4.550233 -0.01 0.00 0.01
H -2.667126 0.880092 2.210637 -0.14 0.11 -0.10
C -4.460202 -2.812471 2.433143 0.02 -0.02 -0.01
C 1.422301 1.909961 -0.977492 -0.05 0.00 -0.08
H -0.902238 -1.155093 -3.230556 0.02 -0.02 0.00
H 3.711713 -3.804488 1.570161 0.01 -0.01 0.01
H -4.177638 -5.673945 4.274937 0.00 -0.02 0.00
C 2.087473 -2.547312 2.149689 -0.06 0.06 0.01
H 2.172615 -2.776244 3.201202 0.01 0.01 0.00
C -1.307633 -4.800000 0.333089 0.11 -0.05 -0.03
C -3.012958 -4.682920 2.149103 0.02 0.02 -0.04
H -0.337149 -4.327192 0.512926 0.00 0.01 0.01
C -3.899832 -2.167055 1.338740 -0.01 -0.08 -0.13
C -1.873504 0.319159 2.675163 0.10 -0.18 -0.02
C 1.963067 3.103264 1.418206 -0.01 -0.03 0.01
H -2.574996 0.775599 4.640619 -0.01 0.02 0.00
C 2.938474 -3.125091 1.237882 0.03 -0.02 -0.03
C -2.247264 2.560527 -0.370353 -0.03 0.05 -0.03
O -2.597411 3.674961 -0.401346 0.00 -0.05 0.02
C -2.414085 -4.077849 1.049100 -0.04 0.04 0.15
C -4.531895 -0.888067 0.870760 -0.06 -0.01 -0.06
H -1.247584 -5.829187 0.682565 0.04 -0.01 0.00
H -4.541808 -4.085713 4.949819 0.00 0.02 0.00
H 0.081835 -0.578110 -5.431106 -0.01 0.00 -0.01
H -2.675757 -5.667035 2.453930 0.01 -0.01 0.01
C -0.808543 -0.437431 4.707885 0.01 -0.01 0.05
C -4.024550 -4.059085 2.864212 0.03 0.03 -0.01
H -1.457937 -4.819782 -0.747685 -0.04 0.00 0.01
C 0.147367 -1.087000 3.957788 -0.04 -0.01 -0.05
C 1.638465 1.673454 -3.447342 -0.02 0.01 -0.02
H 1.729560 1.314179 -5.557760 0.01 0.00 -0.01
H -5.710538 -4.883275 3.906632 -0.02 0.00 0.01
H -5.336904 -1.112880 0.165919 0.01 0.00 0.01
N -1.905275 1.409497 -0.344913 0.14 -0.08 -0.01
C -0.167917 -0.364322 -3.317821 -0.12 0.10 -0.04
Re -0.674383 -0.105826 -0.162129 -0.12 -0.01 -0.04
N 0.961543 -1.404549 0.396202 0.00 0.16 0.01
H -3.839334 -0.228753 0.361249 0.15 0.10 -0.04
Se -1.905888 -1.990043 -0.805810 -0.59 0.07 -0.11
C 2.590149 2.779397 -3.426472 -0.02 -0.05 -0.09
C 2.786609 -2.843685 -0.119316 -0.03 0.03 -0.03
N 0.857725 1.415811 0.147046 0.18 0.27 -0.06
H 3.423159 -3.290496 -0.867936 0.01 -0.01 -0.01
C 2.295358 2.993182 -0.944312 0.03 0.00 0.04
```
Positions in Å, forces in eV/Å.

Output
Energy relative to the best compared isomer or geometry (same formula, charge and spin)   0.0 kcal per mole
HOMO level (alpha / beta)   -10.4 / -10.1 eV
Total energy   -178434.876 eV
Total charge   +1
Strongest force on any atom   0.0117 Eh/bohr
Gap between HOMO and LUMO (alpha / beta)   0.2283 / 0.2214 Ha
2S+1   2
<S²>   0.88